Entry from the OMol25 dataset: one molecule with the formula C17H19ClN2O3S in a non-equilibrium geometry (ωB97M-V/def2-TZVPD).

Properties
* energy above the lowest of the compared OMol25 structures with the same formula, charge and spin: 19.7 kcal/mol
* gap between HOMO and LUMO: 8.63 eV
* energy: -1852.81100 Ha
* LUMO energy: 0.01842 hartree
* SMILES string: CN1CCOc2ccc(S(=O)(=O)NCCc3ccc(Cl)cc3)cc21

Each line ends with the natural charge from an NBO analysis.
Geometry (Å):
C 0.641 -3.533 -2.910  -0.4029
N 1.489 -3.320 -1.766  -0.4328
C 1.013 -2.653 -0.656  0.1764
C -0.333 -2.324 -0.490  -0.2726
C -0.759 -1.671 0.648  -0.3500
C 0.112 -1.310 1.654  -0.2150
C 1.452 -1.634 1.513  -0.2436
C 1.904 -2.295 0.381  0.2577
O 3.242 -2.569 0.319  -0.4815
C 3.611 -3.512 -0.660  -0.0696
C 2.912 -3.221 -1.986  -0.2359
H 3.205 -2.219 -2.337  0.1838
H 3.214 -3.958 -2.733  0.2113
H 3.341 -4.522 -0.324  0.1800
H 4.696 -3.439 -0.756  0.2005
H 2.173 -1.383 2.273  0.2333
H -0.263 -0.811 2.532  0.2408
S -2.485 -1.223 0.776  2.3233
O -2.867 -1.257 2.155  -0.9308
O -3.234 -1.975 -0.188  -0.9468
N -2.582 0.374 0.313  -0.8613
H -2.114 1.002 0.946  0.4050
C -2.485 0.710 -1.082  -0.2245
H -2.924 -0.138 -1.612  0.2328
H -3.099 1.598 -1.267  0.2000
C -1.051 0.971 -1.581  -0.4367
C -0.445 2.137 -0.854  -0.0422
C -0.782 3.439 -1.206  -0.1556
C -0.270 4.520 -0.513  -0.2386
C 0.590 4.298 0.552  -0.0483
C 0.938 3.009 0.921  -0.2141
C 0.419 1.937 0.216  -0.2230
H 0.696 0.932 0.501  0.2266
H 1.610 2.846 1.749  0.2268
Cl 1.235 5.643 1.425  0.0059
H -0.532 5.528 -0.793  0.2277
H -1.450 3.611 -2.037  0.2065
H -0.445 0.078 -1.426  0.2190
H -1.100 1.182 -2.651  0.2177
H -1.077 -2.574 -1.227  0.2475
H 1.177 -4.152 -3.628  0.2093
H 0.354 -2.596 -3.401  0.1829
H -0.261 -4.064 -2.607  0.2111